This record from the OMol25 dataset describes a molecular structure, C9H12Cl6CuF9O9S3. The level of theory is the ωB97M-V functional and the def2-TZVPD basis.

Geometry as ORCA input:
```
! wB97M-V def2-TZVPD RIJCOSX def2/J DEFGRID3
* xyz -1 2
Cu 0.064 0.158 -0.720
C 2.678 3.174 -2.608
F 2.830 3.297 -1.280
F 1.735 4.052 -2.984
F 3.829 3.551 -3.179
S 2.257 1.465 -3.092
O 1.291 1.163 -2.024
O 1.677 1.637 -4.386
O 3.498 0.762 -3.001
C 3.708 -1.346 1.569
F 4.646 -0.431 1.358
F 4.315 -2.483 1.966
F 2.969 -0.927 2.620
S 2.701 -1.677 0.080
O 2.021 -2.909 0.379
O 1.804 -0.500 0.063
O 3.704 -1.714 -0.922
C -2.469 -1.982 -2.850
F -2.393 -3.068 -3.601
F -3.541 -1.272 -3.205
F -2.632 -2.361 -1.571
S -0.959 -0.978 -3.009
O -0.675 -0.899 -4.394
O -1.292 0.307 -2.317
O 0.073 -1.594 -2.179
Cl 0.335 -3.226 3.557
C -0.770 -4.172 2.529
C -0.790 -3.781 1.083
Cl -0.819 -2.007 0.847
H -1.764 -4.073 2.963
H -0.491 -5.221 2.610
H -1.666 -4.141 0.550
H 0.087 -4.121 0.534
Cl -2.224 1.852 0.045
C -2.696 3.397 -0.723
C -3.932 3.169 -1.524
Cl -4.276 4.629 -2.505
H -1.872 3.759 -1.330
H -2.867 4.106 0.082
H -4.805 3.040 -0.893
H -3.842 2.337 -2.213
Cl 0.062 1.035 2.124
C 0.671 0.935 3.806
C -0.434 1.160 4.785
Cl -0.927 2.861 4.871
H 1.452 1.684 3.891
H 1.105 -0.046 3.917
H -0.080 0.846 5.766
H -1.296 0.557 4.517
*
```

The highest occupied orbital energy (spin up / spin down) is -6.96 / -6.94 eV. Its total energy is -7522.409226 Ha. Its energy above the lowest of the compared OMol25 structures with the same formula, charge and spin is 0.456 eV. The value obtained for the HOMO-LUMO gap (spin up / spin down) is 0.3317 / 0.2360 hartree.